No. 1
C18H44O23P3V2 | ωB97M-V with the def2-TZVPD basis set

Properties
- Total charge: +1
- Energy above the lowest of the compared OMol25 structures with the same formula, charge and spin: 0.0 kJ/mol

Structure (XYZ):
```
90
Properties=species:S:1:pos:R:3:forces:R:3
O 2.868 4.440 1.719 -0.01 -1.14 0.72
V 2.469 2.991 2.191 -4.66 -1.86 0.29
O 1.026 3.027 2.922 3.25 0.80 -1.53
O 4.519 2.368 -3.298 -0.18 1.19 1.59
V 4.167 2.682 -1.784 -2.88 -1.44 -1.17
O 3.580 4.107 -1.542 0.89 -0.34 -0.76
O 0.826 0.314 -0.690 1.13 0.68 -1.37
C 1.673 1.327 -0.707 -0.06 1.18 1.25
O 2.289 1.584 -1.790 2.12 0.17 -0.04
O 1.797 2.025 0.335 1.03 0.17 1.32
H 0.930 0.017 -1.629 -0.89 -0.78 0.04
C 5.100 -1.708 3.423 0.98 0.58 0.04
O 3.738 -1.551 3.051 -0.89 0.71 0.07
P 2.740 -0.536 3.749 -1.11 -1.80 1.31
O 2.788 0.882 3.325 0.85 1.44 -1.07
O 1.314 -1.190 3.496 1.59 0.40 0.39
C 0.496 -0.810 2.381 -0.52 0.00 0.01
O 3.023 -0.743 5.310 -0.17 0.45 -1.70
C 1.968 -0.933 6.262 -0.24 0.00 0.85
H 5.712 -1.415 2.569 0.00 -0.23 -0.01
H 5.313 -2.735 3.706 -0.24 -0.03 -0.08
H 5.383 -1.050 4.247 -0.16 -0.11 0.10
H 1.071 -0.453 1.531 0.11 -0.03 0.11
H -0.188 -0.034 2.722 0.00 0.00 -0.13
H -0.055 -1.705 2.102 -0.02 0.07 -0.04
H 2.398 -0.696 7.233 0.10 -0.22 -0.05
H 1.635 -1.968 6.231 -0.01 0.04 0.01
H 1.116 -0.264 6.149 0.12 0.03 -0.48
C -5.197 2.609 0.284 -0.07 -0.31 -0.02
O -4.272 2.400 -0.813 0.23 -0.34 -0.14
P -4.047 0.892 -1.271 -0.24 0.49 -0.25
O -5.245 0.182 -1.736 0.79 -0.05 0.66
O -2.913 1.101 -2.375 -0.08 0.28 0.51
C -2.433 -0.044 -3.078 0.41 0.14 -0.60
O -3.279 0.221 -0.029 -0.77 -0.66 -0.69
C -1.995 0.640 0.374 0.02 1.09 0.26
H -5.922 1.796 0.339 -0.06 0.03 -0.16
H -5.710 3.546 0.100 0.10 0.02 0.06
H -4.651 2.643 1.224 0.06 0.19 -0.06
H -2.942 -0.954 -2.765 -0.04 -0.04 -0.14
H -1.348 -0.141 -2.984 -0.30 0.06 0.60
H -2.556 0.147 -4.146 -0.50 -0.18 0.03
H -1.448 1.156 -0.417 -0.06 -0.39 -0.22
H -1.444 -0.219 0.747 -0.07 0.00 -0.09
H -2.113 1.409 1.144 0.08 -0.27 0.30
C 0.001 -2.785 -0.923 0.87 0.23 0.14
O -0.757 -3.437 0.100 0.26 -0.76 0.16
P -0.143 -4.730 0.826 0.14 0.29 0.24
O -1.057 -5.416 1.737 0.21 0.40 -0.31
O 0.413 -5.615 -0.377 0.36 0.41 0.10
C -0.510 -6.164 -1.310 -0.49 -1.07 -0.42
O 1.201 -4.132 1.500 -0.60 0.00 -0.81
C 2.152 -5.039 2.057 0.20 -0.51 0.12
H -0.652 -2.422 -1.712 -0.20 0.24 0.30
H 0.776 -3.385 -1.408 -0.35 -0.60 0.15
H 0.588 -2.013 -0.427 -0.36 0.39 -0.21
H -1.434 -5.597 -1.425 0.11 0.24 0.21
H -0.776 -7.181 -1.017 -0.07 0.12 0.28
H -0.053 -6.281 -2.293 0.34 0.41 0.13
H 2.667 -5.586 1.266 -0.23 -0.14 -0.04
H 1.644 -5.717 2.742 0.10 -0.12 -0.05
H 2.930 -4.508 2.604 -0.33 0.43 0.00
O 0.573 -0.828 -3.525 0.99 0.06 0.28
C 1.226 -0.733 -4.552 -0.96 0.71 -0.69
O 1.227 -1.655 -5.504 0.14 -0.41 0.04
C 0.473 -2.861 -5.288 -0.35 -0.66 0.78
C 1.355 -4.025 -4.822 -0.14 0.87 -0.43
C 1.984 0.478 -5.032 0.89 0.11 0.36
H -0.021 -3.105 -6.225 0.21 0.15 -0.14
H -0.302 -2.670 -4.547 -0.01 0.13 -0.06
H 2.136 -4.139 -5.573 0.06 -0.43 0.14
H 0.730 -4.912 -4.735 0.13 -0.12 -0.16
H 1.814 -3.834 -3.852 -0.01 0.11 0.00
H 2.251 0.399 -6.082 -0.20 -0.13 -0.01
H 2.930 0.535 -4.487 0.01 -0.09 0.07
H 1.510 1.440 -4.848 -0.45 -0.27 0.14
O -4.145 5.102 1.829 0.40 -0.25 -0.14
C -3.621 6.168 1.626 -0.91 0.41 0.80
O -2.315 6.410 1.715 0.71 0.40 -0.34
C -1.450 5.318 1.963 0.19 -1.93 -0.20
C -1.273 4.380 0.767 0.14 -0.41 -0.31
C -4.418 7.409 1.339 -0.04 0.38 -0.72
H -1.842 4.695 2.769 -0.06 0.33 0.24
H -0.457 5.670 2.233 -0.25 0.58 0.17
H -0.754 4.866 -0.060 -0.34 0.12 -0.15
H -2.186 3.876 0.446 -0.27 0.62 -0.19
H -0.654 3.510 1.008 0.27 0.29 0.50
H -4.927 7.230 0.389 -0.14 0.02 0.08
H -3.836 8.320 1.212 0.27 -0.20 0.11
H -5.181 7.603 2.089 0.04 -0.34 0.11
```
Forces are in eV/Å.

=====

No. 2
C13H17N3O5 | ωB97M-V with the def2-TZVPD basis set

Properties
- Total charge: 0
- SMILES string: C=CCOC(=O)CCC(=O)Nc1cc(OC)nc(OC)n1
- Energy above the lowest of the compared OMol25 structures with the same formula, charge and spin: 208.1 kJ/mol

Structure (XYZ):
```
38
Properties=species:S:1:pos:R:3:forces:R:3
C -2.828 -3.308 -0.111 -0.02 -0.05 0.00
C -2.246 -2.124 -0.100 -0.15 0.34 -0.15
C -1.947 -1.324 -1.328 0.48 -0.39 -0.18
H -0.866 -1.303 -1.523 -0.25 -0.03 0.00
H -2.465 -1.727 -2.203 0.08 0.06 0.10
O -2.391 0.022 -1.132 -0.51 -0.21 0.20
C -1.529 1.010 -1.354 0.10 0.37 -0.26
O -0.403 0.860 -1.752 0.00 0.08 -0.06
C -2.150 2.350 -1.014 0.10 -0.08 0.04
H -3.192 2.205 -0.731 0.05 0.09 -0.04
H -2.092 2.990 -1.895 -0.01 -0.07 0.01
C -1.362 3.002 0.134 -0.18 -0.02 -0.03
C -1.575 2.167 1.382 0.11 0.48 -0.12
O -2.544 2.316 2.092 -0.21 0.05 0.02
N -0.700 1.147 1.651 -0.04 -0.52 0.42
C 0.495 0.731 1.077 0.83 0.15 -0.24
N 0.644 -0.599 1.071 -0.24 -0.40 0.03
C 1.761 -1.079 0.549 -0.15 0.76 0.11
N 2.743 -0.362 0.016 0.36 0.09 -0.22
C 2.609 0.953 0.059 -0.53 -0.51 0.30
C 1.488 1.576 0.623 0.04 -0.07 0.02
H 1.453 2.647 0.695 -0.05 0.12 0.03
O 3.578 1.723 -0.426 -0.30 0.25 0.11
C 4.687 1.050 -0.999 0.38 -0.24 -0.17
H 5.366 1.831 -1.336 -0.06 -0.03 0.03
H 5.171 0.410 -0.260 0.00 0.05 -0.09
H 4.365 0.432 -1.839 0.06 0.05 0.04
O 1.971 -2.389 0.543 0.28 0.03 -0.15
C 0.981 -3.203 1.145 -0.32 -0.25 0.16
H 1.386 -4.213 1.135 -0.02 0.06 -0.01
H 0.788 -2.881 2.170 0.00 -0.07 -0.06
H 0.047 -3.164 0.580 0.12 -0.03 0.08
H -1.069 0.478 2.320 0.00 0.14 -0.11
H -1.764 3.997 0.324 0.07 -0.10 0.06
H -0.318 3.071 -0.155 -0.04 0.06 -0.01
H -1.939 -1.654 0.824 0.06 -0.02 0.15
H -3.008 -3.859 0.796 0.01 -0.09 0.21
H -3.140 -3.779 -1.028 -0.08 -0.05 -0.23
```
Forces are in eV/Å.

=====

No. 3
C5H11NO | ωB97M-V with the def2-TZVPD basis set

Properties
- Total charge: 0
- SMILES string: C/N=C/O.C=CC
- Energy above the lowest of the compared OMol25 structures with the same formula, charge and spin: 171.5 kJ/mol

Structure (XYZ):
```
18
Properties=species:S:1:pos:R:3:forces:R:3
C 1.879 -0.837 -0.020 0.04 0.02 0.03
C 0.664 -1.672 0.244 -0.01 -0.13 0.18
C 0.270 -2.088 1.449 0.08 -0.01 -0.14
N -0.648 1.051 -0.542 -0.47 0.01 0.32
C -0.427 2.200 -1.390 0.04 0.20 -0.15
C -1.738 0.996 0.095 0.20 0.25 -0.27
O -2.036 0.028 0.965 0.13 -0.11 0.02
H 2.308 -0.453 0.911 -0.05 -0.08 -0.12
H 2.641 -1.438 -0.530 -0.08 0.08 0.04
H 1.620 0.009 -0.662 0.05 -0.15 0.10
H 0.080 -1.955 -0.633 0.10 -0.02 0.14
H -1.245 -0.545 1.039 -0.13 0.02 -0.02
H -0.594 -2.736 1.577 0.10 0.11 -0.04
H 0.815 -1.805 2.348 -0.05 -0.06 -0.13
H 0.479 2.719 -1.057 -0.13 -0.04 -0.08
H -0.256 1.881 -2.425 -0.03 0.03 0.15
H -1.260 2.921 -1.381 0.10 -0.10 -0.02
H -2.553 1.724 0.013 0.10 -0.02 -0.01
```
Forces are in eV/Å.

=====

| no. | lowest unoccupied orbital energy (eV) | HOMO (Eh) |
| --- | --- | --- |
| 1 | -6.279 | -0.438 |
| 2 | 0.791 | -0.331 |
| 3 | 1.126 | -0.355 |